Formula: C29H29AsBrCoN2O5Te
Source: the Open Molecules 2025 dataset
Level of theory: ωB97M-V with the def2-TZVPD basis set

Each line ends with the Mulliken charge.
Positions of all 69 atoms, in Å:
1 N 0.99 0.32 0.13  1.163
2 C -3.74 5.42 -1.82  -0.719
3 H -4.46 -0.59 0.67  0.530
4 O 0.19 -1.36 -1.80  -0.307
5 C -6.69 -0.44 -2.83  -0.752
6 H -2.20 1.58 -3.62  0.580
7 C -3.34 1.84 -0.64  -0.174
8 H -7.59 0.12 -3.00  0.442
9 H 0.51 -3.57 4.15  0.510
10 H -0.98 3.27 -2.08  0.598
11 C 1.14 -3.07 0.43  -0.948
12 C -4.82 -1.70 -3.66  -0.455
13 H -0.35 3.03 -0.44  0.292
14 C -4.55 -1.52 0.11  -1.090
15 H -4.10 1.06 -0.71  -0.581
16 C -1.94 0.65 -3.11  -1.031
17 H 0.45 2.25 -1.83  0.412
18 H -0.01 2.59 3.60  0.402
19 H -4.28 -2.12 -4.50  0.464
20 C -3.08 -2.66 -2.12  -0.998
21 H -2.21 -2.29 -2.68  0.413
22 C 1.35 1.19 1.08  0.348
23 O 2.28 -5.16 3.17  -0.521
24 C -4.82 3.97 -3.40  -0.766
25 C -4.46 2.87 -2.63  0.211
26 C 1.64 -4.24 2.44  0.957
27 C 1.87 -0.01 -0.82  0.417
28 O 0.74 2.30 3.07  -0.469
29 H 3.81 0.21 -1.64  0.637
30 C -6.22 -0.60 -1.54  -0.410
31 C 1.85 -4.06 1.08  -0.774
32 H -2.74 -0.06 -3.26  -0.030
33 C -5.05 -1.32 -1.30  0.445
34 C 0.71 -3.44 3.09  -0.551
35 C -3.39 4.32 -1.05  -0.285
36 H -1.01 0.25 -3.51  0.407
37 H -5.39 3.83 -4.31  0.426
38 C 0.27 1.62 2.02  -0.067
39 H -4.76 1.87 -2.94  0.298
40 C -3.74 3.03 -1.45  -0.115
41 H 2.90 -5.67 2.63  0.316
42 O -0.90 1.44 1.83  -0.395
43 N 0.25 -2.26 1.05  0.312
44 H -6.35 -0.86 -4.90  0.429
45 H -5.20 -2.20 0.67  0.598
46 As -1.67 1.01 -1.23  1.130
47 H -3.21 -3.71 -2.34  0.652
48 H -2.84 4.46 -0.13  0.413
49 C -5.99 -0.99 -3.89  -0.591
50 H -4.73 6.11 -3.59  0.394
51 Br -1.26 -1.43 3.20  -0.067
52 C -0.51 2.55 -1.40  -1.580
53 C -4.34 -1.87 -2.37  0.156
54 H -3.46 6.41 -1.49  0.404
55 C 2.61 1.75 1.13  -0.820
56 C -4.45 5.25 -3.00  -0.468
57 C 1.41 -0.98 -1.91  0.110
58 H 2.54 -4.67 0.52  0.377
59 C 0.05 -2.49 2.35  0.027
60 Co -0.69 -0.78 0.00  -0.069
61 Te -2.64 -2.45 -0.05  0.204
62 H 2.86 2.45 1.92  0.621
63 C 3.16 0.52 -0.84  -0.936
64 H -3.20 2.09 0.41  0.724
65 C 3.54 1.40 0.16  -0.678
66 H 1.25 -2.92 -0.63  0.680
67 O 2.23 -1.31 -2.74  -0.745
68 H -6.76 -0.17 -0.70  0.432
69 H 4.54 1.82 0.17  0.464

The spin multiplicity is 2. The net charge is +1. The HOMO-LUMO gap (spin up / spin down) is 8.0 / 8.1 eV. The value obtained for the lowest unoccupied orbital energy (spin up / spin down) is -3.058 / -3.048 eV.



Formula: C8H9BrN2
Source: the Open Molecules 2025 dataset
Level of theory: ωB97M-V with the def2-TZVPD basis set

Each line ends with the Mulliken charge.
Positions of all 20 atoms, in Å:
1 H 1.73 1.18 0.51  0.364
2 C 0.19 2.72 0.27  -0.281
3 H 1.24 -1.35 0.71  0.261
4 C 0.07 -1.13 0.39  -0.794
5 C -1.37 1.01 0.49  -0.484
6 N -1.07 2.33 0.11  0.734
7 H -0.54 -1.94 0.74  0.450
8 H 1.01 1.79 2.04  0.313
9 H 0.50 -2.09 -1.66  0.372
10 N -2.20 2.94 -0.55  -1.041
11 Br -3.59 -0.76 0.02  -0.141
12 C -0.23 0.19 1.05  0.725
13 H -0.54 -0.09 2.10  0.308
14 H 0.27 -0.25 -1.72  0.243
15 H -4.03 2.06 -1.05  0.437
16 C 0.75 1.40 0.99  -0.681
17 C -3.04 2.00 -0.71  -0.058
18 C -2.60 0.82 -0.02  0.020
19 C 0.03 -1.24 -1.17  -0.969
20 H -0.97 -1.52 -1.27  0.222

The net charge is 0. The HOMO-LUMO gap is 9.0 eV. The value obtained for the lowest unoccupied orbital energy is -0.182 eV.



The records above give, respectively, relative energy (zero: lowest compared OMol25 entry of this formula, charge and spin) values of 0.057; 3.819 eV.